# 1
Density functional theory data (wB97M-V/def2-TZVPD) for a structure of composition C33H38IrN9O3S3.

Calculated values
HOMO level (spin up / spin down) in eV: -14.51 / -14.51
Frontier orbital gap (spin up / spin down) in Ha: 0.184 / 0.119
LUMO energy (spin up / spin down) in eV: -9.501 / -11.278
Energy relative to the best compared isomer or geometry (same formula, charge and spin) in kcal/mol: 30.4

ORCA input file:
```
! wB97M-V def2-TZVPD RIJCOSX def2/J DEFGRID3
* xyz 3 2
Ir -0.026 -0.050 -0.430
O -3.256 -2.607 -2.245
C -2.796 -3.812 -1.815
C -3.604 -4.915 -2.062
C -3.211 -6.172 -1.654
C -1.995 -6.356 -0.995
C -1.189 -5.275 -0.743
C -1.575 -3.981 -1.136
C -0.729 -2.837 -0.776
O -1.037 -1.620 -1.206
N 0.284 -3.010 -0.017
N 0.867 -1.827 0.376
C 1.852 -1.998 1.204
S 2.405 -3.604 1.543
C 3.880 -3.069 2.465
C 3.566 -1.777 3.186
S 2.638 -0.698 2.048
H -2.626 -1.923 -1.999
H -4.541 -4.752 -2.577
H -3.852 -7.021 -1.848
H -1.695 -7.345 -0.680
H -0.240 -5.401 -0.241
H 4.698 -2.955 1.755
H 4.123 -3.863 3.169
H 4.468 -1.244 3.480
H 2.940 -1.943 4.062
N -1.102 4.224 -0.981
C -0.871 5.044 0.115
C -1.206 6.392 0.059
C -0.974 7.194 1.156
C -0.407 6.664 2.332
C -0.064 5.337 2.400
C -0.289 4.513 1.288
S 0.172 2.867 1.366
N -0.197 2.250 -0.118
C -0.769 2.929 -1.077
C -1.034 2.202 -2.327
C -1.432 2.816 -3.497
C -1.660 2.036 -4.627
C -1.487 0.670 -4.534
C -1.064 0.127 -3.325
N -0.835 0.875 -2.247
H -1.577 4.657 -1.762
H -1.644 6.807 -0.841
H -1.230 8.245 1.110
H -0.234 7.307 3.184
H 0.378 4.925 3.299
H -1.552 3.888 -3.575
H -1.968 2.500 -5.554
H -1.667 0.021 -5.380
H -0.910 -0.936 -3.214
N -0.868 -0.027 1.454
C -1.596 -0.260 2.330
N -2.389 -0.464 3.321
C -1.942 -0.357 4.730
C -1.972 -1.749 5.345
O -3.249 -2.332 5.207
C -3.642 -2.479 3.856
C -3.709 -1.122 3.174
H -2.646 0.292 5.252
H -0.945 0.077 4.777
H -1.770 -1.688 6.413
H -1.210 -2.379 4.866
H -4.627 -2.939 3.864
H -2.941 -3.135 3.322
H -4.446 -0.501 3.683
H -3.975 -1.211 2.122
C 2.964 -0.701 -1.685
C 4.341 -0.320 -2.315
N 4.428 1.127 -2.404
C 4.261 1.748 -1.110
C 2.807 1.476 -0.610
N 2.136 0.531 -1.543
C 2.031 1.181 -2.874
C 3.451 1.636 -3.343
H 3.107 -1.133 -0.702
H 2.430 -1.417 -2.310
H 4.443 -0.740 -3.314
H 5.159 -0.693 -1.700
H 4.438 2.820 -1.202
H 4.995 1.338 -0.417
H 2.234 2.402 -0.588
H 2.815 1.046 0.384
H 1.367 2.041 -2.807
H 1.609 0.463 -3.576
H 3.524 2.723 -3.378
H 3.667 1.246 -4.336
*
```

What are the Mulliken partial charges on each atom? They are as follows, in elementary charge units: atom 1 (Ir): 1.48, atom 2 (O): -0.74, atom 3 (C): 0.46, atom 4 (C): -0.71, atom 5 (C): -0.38, atom 6 (C): -0.82, atom 7 (C): -0.66, atom 8 (C): 0.39, atom 9 (C): 0.90, atom 10 (O): -0.63, atom 11 (N): -0.59, atom 12 (N): 0.65, atom 13 (C): 0.11, atom 14 (S): 0.05, atom 15 (C): -0.66, atom 16 (C): -0.69, atom 17 (S): 0.00, atom 18 (H): 0.30, atom 19 (H): 0.49, atom 20 (H): 0.43, atom 21 (H): 0.44, atom 22 (H): 0.51, atom 23 (H): 0.32, atom 24 (H): 0.46, atom 25 (H): 0.48, atom 26 (H): 0.32, atom 27 (N): 0.04, atom 28 (C): 0.11, atom 29 (C): -0.83, atom 30 (C): -0.58, atom 31 (C): -0.75, atom 32 (C): -0.79, atom 33 (C): 1.13, atom 34 (S): -0.01, atom 35 (N): -0.39, atom 36 (C): 0.62, atom 37 (C): 0.73, atom 38 (C): -0.79, atom 39 (C): -0.90, atom 40 (C): -1.21, atom 41 (C): -0.46, atom 42 (N): -0.07, atom 43 (H): 0.16, atom 44 (H): 0.48, atom 45 (H): 0.45, atom 46 (H): 0.45, atom 47 (H): 0.49, atom 48 (H): 0.44, atom 49 (H): 0.50, atom 50 (H): 0.55, atom 51 (H): 1.03, atom 52 (N): 0.01, atom 53 (C): 0.48, atom 54 (N): -0.04, atom 55 (C): -0.57, atom 56 (C): -0.51, atom 57 (O): -0.36, atom 58 (C): -0.51, atom 59 (C): -0.58, atom 60 (H): 0.30, atom 61 (H): 0.43, atom 62 (H): 0.38, atom 63 (H): 0.30, atom 64 (H): 0.38, atom 65 (H): 0.32, atom 66 (H): 0.29, atom 67 (H): 0.44, atom 68 (C): -0.18, atom 69 (C): -1.03, atom 70 (N): -0.09, atom 71 (C): -1.00, atom 72 (C): 0.12, atom 73 (N): 0.45, atom 74 (C): -0.30, atom 75 (C): -1.00, atom 76 (H): -0.19, atom 77 (H): 0.60, atom 78 (H): 0.27, atom 79 (H): 0.40, atom 80 (H): 0.38, atom 81 (H): 0.27, atom 82 (H): 0.33, atom 83 (H): -0.25, atom 84 (H): -0.05, atom 85 (H): 0.54, atom 86 (H): 0.36, atom 87 (H): 0.32

=====

# 2
Density functional theory data (wB97M-V/def2-TZVPD) for an isolated molecule of C8H17N3O3.

Calculated values
HOMO level in eV: -9.65
Frontier orbital gap in Ha: 0.374
SMILES: NCCCC[C@H](N)C(=O)NCC(=O)O
LUMO energy in eV: 0.535
Energy relative to the best compared isomer or geometry (same formula, charge and spin) in kcal/mol: 29.3

ORCA input file:
```
! wB97M-V def2-TZVPD RIJCOSX def2/J DEFGRID3
* xyz 0 1
N -3.155 -3.617 2.564
C -3.262 -3.476 1.097
C -1.914 -3.769 0.398
C -0.744 -2.771 0.781
C -0.794 -1.336 0.296
C 0.641 -0.675 0.208
N 1.246 -0.472 1.440
C 0.551 0.572 -0.622
O -0.405 1.143 -1.217
N 1.792 1.293 -0.629
C 2.250 2.313 -1.581
C 1.784 3.738 -1.274
O 2.384 4.492 -0.553
O 0.474 3.902 -1.626
H -4.043 -3.535 3.004
H -2.624 -2.874 2.987
H -3.810 -4.334 0.777
H -3.770 -2.619 0.706
H -1.543 -4.707 0.667
H -2.016 -4.008 -0.677
H 0.253 -3.140 0.398
H -0.730 -2.860 1.928
H -1.596 -0.797 0.836
H -1.201 -1.290 -0.766
H 1.269 -1.310 -0.374
H 1.544 -1.403 1.795
H 0.685 0.011 2.200
H 2.418 1.021 -0.005
H 1.993 2.089 -2.623
H 3.356 2.343 -1.541
H -0.064 3.114 -1.585
*
```

What are the natural (NBO) partial charges on each atom? They are as follows, in elementary charge units: atom 1 (N): -0.83, atom 2 (C): -0.23, atom 3 (C): -0.40, atom 4 (C): -0.40, atom 5 (C): -0.43, atom 6 (C): -0.14, atom 7 (N): -0.84, atom 8 (C): 0.70, atom 9 (O): -0.64, atom 10 (N): -0.61, atom 11 (C): -0.34, atom 12 (C): 0.78, atom 13 (O): -0.54, atom 14 (O): -0.72, atom 15 (H): 0.36, atom 16 (H): 0.34, atom 17 (H): 0.20, atom 18 (H): 0.17, atom 19 (H): 0.21, atom 20 (H): 0.21, atom 21 (H): 0.19, atom 22 (H): 0.20, atom 23 (H): 0.21, atom 24 (H): 0.22, atom 25 (H): 0.22, atom 26 (H): 0.38, atom 27 (H): 0.38, atom 28 (H): 0.39, atom 29 (H): 0.22, atom 30 (H): 0.23, atom 31 (H): 0.52

=====

# 3
Density functional theory data (wB97M-V/def2-TZVPD) for a cluster of 2 separate species, CH4FP in total.

Calculated values
HOMO level in eV: -9.82
Frontier orbital gap in Ha: 0.367
LUMO energy in eV: 0.165
Energy relative to the best compared isomer or geometry (same formula, charge and spin) in kcal/mol: 33.7

ORCA input file:
```
! wB97M-V def2-TZVPD RIJCOSX def2/J DEFGRID3
* xyz 0 1
C 0.666 -0.310 0.027
F -0.749 1.766 -0.771
P -1.046 0.057 -0.738
H 1.389 0.344 -0.425
H 0.947 -1.375 -0.139
H 0.686 -0.153 1.086
H -1.893 -0.330 0.959
*
```

What are the natural (NBO) partial charges on each atom? They are as follows, in elementary charge units: atom 1 (C): -0.96, atom 2 (F): -0.60, atom 3 (P): 0.96, atom 4 (H): 0.24, atom 5 (H): 0.23, atom 6 (H): 0.24, atom 7 (H): -0.11

=====

# 4
Density functional theory data (wB97M-V/def2-TZVPD) for a cluster of 10 separate species, C5H29BIO13P in total.

Calculated values
HOMO level in eV: -9.97
Frontier orbital gap in Ha: 0.307
SMILES: CC[C@@H](OC(=O)P(O)I)B(C)O.O.O.O.O.O.O.O.O.O
LUMO energy in eV: -1.601

ORCA input file:
```
! wB97M-V def2-TZVPD RIJCOSX def2/J DEFGRID3
* xyz 0 1
C -0.891 -3.512 0.040
C -1.078 -2.616 -1.359
C -0.684 -1.075 -0.953
O -0.074 -0.284 -2.032
C 1.396 -0.304 -1.982
O 2.031 -0.852 -3.055
P 2.504 0.407 -0.596
O 2.324 -0.458 0.914
I 4.857 -0.089 -1.306
B -2.080 -0.272 -0.522
C -1.893 0.902 0.641
O -3.413 -0.513 -1.111
H -1.147 -2.776 0.925
H -1.609 -4.448 0.041
H 0.230 -3.863 0.073
H -0.374 -3.116 -2.150
H -2.203 -2.768 -1.677
H -0.035 -1.132 0.021
H 2.028 -1.416 0.753
H -2.500 0.531 1.574
H -0.751 0.942 0.957
H -2.275 1.951 0.282
H -3.342 -0.943 -2.028
O 4.710 1.929 2.213
H 5.472 1.891 1.616
H 4.178 1.158 1.964
O 4.979 3.714 4.961
H 4.293 4.376 4.784
H 5.087 3.257 4.114
O -2.624 -0.426 -4.214
H -1.841 -0.018 -3.815
H -2.775 0.092 -5.019
O -1.242 -1.171 2.648
H -0.452 -0.816 3.082
H -1.947 -1.037 3.300
O -5.110 1.188 -3.743
H -4.893 1.822 -3.043
H -4.438 0.497 -3.649
O -0.451 -4.059 4.023
H -0.673 -3.345 3.406
H -1.305 -4.315 4.402
O 1.510 -0.616 -6.282
H 1.922 -0.446 -5.421
H 2.238 -0.516 -6.913
O 2.193 4.450 6.157
H 2.411 5.084 6.857
H 2.866 3.758 6.251
O -1.531 3.395 -1.538
H -1.131 2.562 -1.830
H -2.468 3.295 -1.762
*
```

What are the natural (NBO) partial charges on each atom? They are as follows, in elementary charge units: atom 1 (C): -0.64, atom 2 (C): -0.44, atom 3 (C): -0.28, atom 4 (O): -0.56, atom 5 (C): 0.45, atom 6 (O): -0.54, atom 7 (P): 0.86, atom 8 (O): -0.96, atom 9 (I): -0.08, atom 10 (B): 1.06, atom 11 (C): -1.04, atom 12 (O): -0.92, atom 13 (H): 0.22, atom 14 (H): 0.23, atom 15 (H): 0.21, atom 16 (H): 0.23, atom 17 (H): 0.22, atom 18 (H): 0.20, atom 19 (H): 0.50, atom 20 (H): 0.25, atom 21 (H): 0.22, atom 22 (H): 0.27, atom 23 (H): 0.51, atom 24 (O): -0.95, atom 25 (H): 0.48, atom 26 (H): 0.48, atom 27 (O): -0.97, atom 28 (H): 0.47, atom 29 (H): 0.49, atom 30 (O): -0.96, atom 31 (H): 0.49, atom 32 (H): 0.49, atom 33 (O): -0.96, atom 34 (H): 0.49, atom 35 (H): 0.48, atom 36 (O): -0.95, atom 37 (H): 0.46, atom 38 (H): 0.48, atom 39 (O): -0.95, atom 40 (H): 0.48, atom 41 (H): 0.47, atom 42 (O): -0.94, atom 43 (H): 0.48, atom 44 (H): 0.47, atom 45 (O): -0.95, atom 46 (H): 0.47, atom 47 (H): 0.48, atom 48 (O): -0.93, atom 49 (H): 0.47, atom 50 (H): 0.47